Below is C36H61BiN5O5PS2Si as an isolated structure, with properties calculated with the ωB97M-V functional and the def2-TZVPD basis.

Net charge: 0
Strongest force on any atom in hartree/bohr: 0.0109
Lowest unoccupied orbital energy in eV: 0.53
HOMO in hartree: -0.2891
Kohn-Sham gap in eV: 8.39

Geometry as XYZ:
```
112
Properties=species:S:1:pos:R:3:forces:R:3
Bi -0.4021 -0.8923 -1.0682 0.17 0.53 0.03
S 2.8832 -2.9031 2.3560 -0.16 0.20 -0.11
C 4.2615 -2.5914 1.3570 0.00 0.07 0.02
C 5.4912 -3.2440 1.3197 0.01 -0.06 -0.05
C 6.4516 -2.7777 0.4400 -0.06 -0.02 0.05
C 6.1904 -1.6850 -0.3956 -0.01 0.02 0.07
C 4.9726 -1.0374 -0.3545 -0.04 0.11 0.00
C 3.9978 -1.4839 0.5355 0.00 -0.15 0.09
N 2.7556 -0.9017 0.7168 -0.12 0.22 -0.14
C 2.0730 -1.5110 1.6111 0.19 -0.39 0.19
C 0.7223 -1.1281 2.0743 -0.02 0.12 0.22
C 0.4964 -1.0876 3.4560 -0.05 0.01 -0.11
C -0.7442 -0.7389 3.9699 0.04 0.01 -0.05
C -1.7810 -0.4269 3.1028 0.02 0.00 0.09
C -1.5486 -0.4430 1.7362 -0.06 -0.07 -0.15
C -0.3098 -0.7814 1.1969 0.02 -0.06 -0.11
H 5.6901 -4.0955 1.9601 0.00 0.06 -0.03
H 7.4187 -3.2646 0.4032 -0.04 0.01 -0.03
H 6.9568 -1.3458 -1.0811 -0.02 -0.01 -0.01
H 4.7436 -0.1939 -0.9955 0.03 -0.03 0.05
H 1.3087 -1.3144 4.1351 0.04 -0.05 -0.01
H -0.8943 -0.7107 5.0429 -0.01 -0.01 -0.04
H -2.7606 -0.1688 3.4888 0.04 0.03 -0.02
H -2.3626 -0.1714 1.0664 0.06 0.04 0.04
C -1.2223 4.0430 5.3727 0.04 0.07 0.01
C 0.1242 4.4352 4.7682 -0.05 -0.17 -0.16
C 1.1106 3.2704 4.8297 0.01 0.04 -0.01
C -0.0103 4.9642 3.3319 -0.07 -0.05 0.25
N -0.5503 3.9871 2.3974 -0.03 0.17 0.00
C 0.0850 3.1493 1.5681 0.09 -0.16 0.16
N -0.8001 2.4160 0.9473 -0.22 0.12 -0.17
N -2.0047 2.8375 1.3957 0.15 0.12 0.13
N -1.8697 3.7796 2.2644 0.20 -0.24 -0.18
H -1.0856 3.7133 6.4051 -0.02 0.03 -0.05
H -1.6776 3.2245 4.8134 0.00 0.00 0.02
H -1.9228 4.8813 5.3698 0.02 -0.05 -0.01
H 0.5295 5.2748 5.3405 0.04 0.01 0.01
H 0.7205 2.3988 4.2942 0.03 0.04 0.04
H 1.2832 2.9715 5.8651 0.00 -0.01 -0.05
H 2.0760 3.5388 4.3901 -0.04 -0.04 0.04
H 0.9697 5.2538 2.9569 0.02 0.04 -0.06
H -0.6639 5.8338 3.3076 -0.04 0.01 -0.06
H 1.1579 3.0825 1.4606 -0.12 0.02 0.01
C 0.0781 1.4192 -3.5309 0.01 -0.12 0.11
C 0.9221 1.5057 -2.2547 0.08 0.10 -0.07
C 2.2412 2.2201 -2.5138 0.03 -0.06 0.07
O 1.2593 0.2272 -1.7078 -0.43 -0.15 -0.01
H 0.0850 2.3764 -4.0597 -0.02 -0.04 0.04
H -0.9616 1.1811 -3.2930 0.10 -0.01 -0.04
H 0.4820 0.6541 -4.1963 0.09 -0.02 -0.05
H 0.3535 2.0895 -1.5190 -0.03 -0.02 0.02
H 2.8739 1.6079 -3.1624 -0.03 0.04 -0.01
H 2.7744 2.3824 -1.5741 0.00 -0.03 -0.06
H 2.0687 3.1850 -2.9974 0.03 -0.02 0.04
C 3.1330 -7.0793 -0.5218 0.07 0.04 0.05
C 2.0133 -6.6865 -1.4709 -0.04 -0.07 -0.24
C 0.6806 -6.7131 -0.7301 -0.04 0.21 -0.08
C 1.9642 -7.6174 -2.6797 -0.04 0.04 -0.02
O 2.3420 -5.3810 -1.9606 0.04 -0.05 0.29
Si 1.5295 -4.0653 -2.4657 -0.20 0.11 0.10
S 0.3733 -3.2902 -0.8406 0.46 -0.30 -0.03
O 0.5962 -4.5287 -3.7261 -0.01 -0.04 -0.14
C -0.7219 -4.3928 -4.2576 -0.05 0.07 -0.01
C -1.0963 -2.9208 -4.3954 0.07 -0.02 0.04
C -0.6855 -5.0479 -5.6325 0.06 0.01 -0.04
C -1.7273 -5.1134 -3.3639 0.14 -0.03 0.07
O 2.6696 -2.9907 -2.8737 -0.13 0.15 -0.27
C 3.4447 -2.6848 -4.0484 0.15 -0.16 0.06
C 3.5348 -3.8759 -5.0035 -0.10 -0.08 0.27
C 4.8424 -2.3288 -3.5562 0.01 0.01 0.02
C 2.8093 -1.4801 -4.7167 -0.14 -0.01 -0.05
H 2.9998 -8.1093 -0.1808 0.03 0.05 -0.01
H 3.1262 -6.4146 0.3445 0.03 -0.03 0.00
H 4.1006 -6.9876 -1.0189 -0.05 -0.03 0.00
H 0.5124 -7.7079 -0.3127 -0.01 0.02 -0.03
H -0.1453 -6.4713 -1.4055 0.06 -0.04 0.07
H 0.6790 -5.9839 0.0824 0.01 -0.06 -0.01
H 1.6491 -8.6219 -2.3872 0.04 0.02 -0.01
H 2.9479 -7.6768 -3.1513 -0.06 0.01 0.01
H 1.2532 -7.2192 -3.4086 0.04 -0.07 0.03
H -0.3761 -2.4015 -5.0301 -0.01 0.01 0.03
H -1.1129 -2.4394 -3.4149 -0.05 -0.03 -0.09
H -2.0862 -2.8298 -4.8491 0.02 0.03 0.03
H -0.0454 -4.4778 -6.3096 0.00 -0.04 0.02
H -1.6895 -5.0965 -6.0597 0.04 0.00 0.00
H -0.2855 -6.0600 -5.5490 -0.05 0.02 -0.01
H -1.6981 -4.6942 -2.3566 -0.05 -0.02 -0.02
H -1.4812 -6.1769 -3.3082 -0.04 0.04 -0.01
H -2.7375 -5.0105 -3.7681 0.05 -0.01 0.02
H 3.9663 -4.7361 -4.4810 -0.01 0.07 -0.08
H 4.1690 -3.6228 -5.8558 -0.03 -0.01 0.05
H 2.5488 -4.1605 -5.3691 -0.03 0.00 -0.02
H 5.1882 -3.0891 -2.8535 0.01 0.05 -0.03
H 4.8406 -1.3591 -3.0528 -0.02 -0.15 -0.01
H 5.5342 -2.2842 -4.4002 0.01 0.04 0.02
H 1.8406 -1.7485 -5.1458 0.02 0.03 -0.01
H 3.4507 -1.0929 -5.5131 -0.04 -0.02 0.03
H 2.6526 -0.7104 -3.9619 -0.03 0.09 -0.01
C -4.8926 1.6404 -0.1805 0.11 0.08 -0.02
P -3.9974 1.1394 -1.6596 0.00 -0.05 -0.16
C -4.7478 2.0463 -3.0298 0.07 -0.01 0.05
C -4.4569 -0.5840 -1.9663 0.09 0.06 0.04
O -2.5226 1.3406 -1.5877 -0.14 -0.09 0.11
H -5.9345 1.3148 -0.2043 0.06 0.03 0.00
H -4.8378 2.7271 -0.0989 -0.03 -0.04 0.04
H -4.3760 1.2286 0.6862 -0.06 -0.03 0.03
H -5.8138 1.8347 -3.1334 0.05 0.02 0.01
H -4.2212 1.7536 -3.9399 -0.07 0.03 -0.01
H -4.5953 3.1149 -2.8715 -0.03 -0.03 -0.01
H -5.5390 -0.7102 -2.0252 0.04 -0.01 -0.01
H -4.0587 -1.2156 -1.1691 -0.04 0.02 -0.03
H -3.9963 -0.8859 -2.9095 -0.05 -0.05 0.04
```
Positions in Å, forces in eV/Å.